No. 1
87
Properties=species:S:1:pos:R:3:forces:R:3 method="wB97M-V/def2-TZVPD" spin_multiplicity=2 de_lowest_kj_mol=147.86 e_tot_ev=-74913.0290 total_charge=+3 s2=0.757 gap_ha="0.229 / 0.126"
Ir -0.969969 0.545072 -0.354726 -0.4 0.9 4.7
C 0.750334 4.212112 -1.736849 0.3 -0.5 -0.2
C 0.736723 2.825540 -1.657159 0.5 0.3 -0.6
N -0.321633 2.429371 -0.944097 0.3 -1.8 -0.4
N -0.994639 3.525782 -0.564038 -0.2 0.7 0.1
C -0.366045 4.613598 -1.027757 -0.2 -0.1 0.1
B -2.297260 3.409150 0.229703 -0.2 0.6 0.0
N -3.217971 2.523343 -0.603863 -0.3 0.1 0.0
C -4.417707 2.771960 -1.142815 0.0 -0.1 0.0
C -4.830719 1.647528 -1.839601 0.0 -0.4 -0.1
C -3.800921 0.729096 -1.674812 -0.5 0.1 -0.7
N -2.835773 1.278046 -0.930695 1.0 -1.0 -0.5
N -1.971855 2.660527 1.506632 -0.3 0.5 0.7
C -2.110228 3.033034 2.785916 0.0 0.1 0.1
C -1.655943 2.003380 3.591823 0.0 -0.1 0.0
C -1.239132 1.017130 2.704961 0.2 -0.3 0.2
N -1.446948 1.437258 1.450335 0.0 0.1 -0.7
H 1.467519 4.837256 -2.245109 -0.1 -0.1 0.1
H 1.424563 2.115848 -2.091520 -0.1 0.0 0.1
H -0.741603 5.610412 -0.839507 -0.1 -0.2 0.1
H -2.779916 4.476855 0.459048 0.1 -0.1 -0.1
H -4.911371 3.724519 -1.007294 0.1 -0.1 0.0
H -5.740925 1.525975 -2.407671 0.1 0.0 0.1
H -3.706951 -0.274767 -2.066934 0.1 0.2 0.0
H -2.512794 4.002810 3.049127 0.0 -0.1 -0.1
H -1.626485 1.971377 4.670633 0.0 0.0 -0.1
H -0.791301 0.052112 2.904816 -0.1 0.1 0.0
C -2.600151 -4.300407 0.170732 0.0 0.0 0.1
C -4.030060 -3.911696 0.536218 0.2 0.0 -0.1
C -4.486466 -2.559394 -0.003086 0.3 -0.1 0.1
S -3.770988 -1.057759 0.701244 -0.1 0.1 0.2
O -2.231040 -1.120045 0.451693 1.4 0.4 -0.7
C -3.989197 -1.295161 2.471186 -0.1 0.0 0.1
C -5.379779 -0.814467 2.904372 0.0 0.4 -0.1
C -5.581676 0.689925 2.682439 0.1 -0.2 0.1
H -2.355617 -5.267528 0.612634 0.0 0.0 -0.1
H -1.889639 -3.566697 0.555865 0.0 -0.1 0.0
H -2.473084 -4.374357 -0.913463 0.0 0.0 0.1
H -4.161141 -3.971454 1.615253 -0.1 0.0 0.0
H -4.717123 -4.640195 0.108908 -0.1 -0.1 0.0
H -5.561286 -2.414113 0.151093 0.0 0.1 -0.1
H -4.272365 -2.462349 -1.071286 -0.1 0.0 0.0
H -3.206332 -0.677964 2.913130 0.0 0.0 0.0
H -3.807091 -2.341384 2.713531 0.1 0.1 0.0
H -5.475791 -1.036964 3.966504 0.0 -0.1 0.0
H -6.163989 -1.384243 2.399187 0.0 0.0 0.0
H -4.782686 1.260050 3.169078 -0.1 0.0 0.0
H -6.530794 1.020069 3.103566 0.0 0.0 0.0
H -5.583163 0.938840 1.619049 0.0 0.1 0.0
N -0.012203 -2.315162 -1.092520 0.1 -0.2 0.4
C -0.048119 -3.226390 -2.074182 0.0 -0.1 0.0
C -0.349242 -2.566876 -3.246469 0.0 0.1 -0.2
C -0.482751 -1.233415 -2.879520 0.0 -0.3 -0.2
N -0.269505 -1.089483 -1.561793 -0.7 1.5 -1.6
H 0.183016 -2.459666 -0.114624 0.0 0.0 0.0
H 0.140614 -4.273371 -1.886370 0.1 0.1 0.1
H -0.439834 -2.992396 -4.234799 0.0 0.0 0.1
H -0.718630 -0.380334 -3.500095 0.0 0.0 0.1
C 5.631388 -1.571064 2.461518 0.0 0.1 0.0
C 5.507361 -0.045201 2.469037 0.1 -0.3 -0.3
C 4.115525 0.437116 2.084660 0.1 0.0 0.1
N 3.880979 0.182746 0.641691 -1.1 0.2 0.4
C 2.712791 0.210207 0.039101 0.8 -0.6 -1.0
S 1.304000 0.533900 0.993064 -1.5 -0.2 -0.9
N 2.581947 -0.030658 -1.309938 -0.1 0.4 1.1
C 3.473950 -0.709052 -2.221584 1.3 0.1 -0.3
O 2.994301 -1.553751 -2.919367 -0.5 -0.1 0.0
C 4.902833 -0.281348 -2.317075 0.2 -1.7 -0.5
C 5.299407 1.008184 -2.086340 2.0 1.5 0.0
C 6.656812 1.388173 -2.336792 -0.9 -0.7 0.1
C 7.592525 0.449314 -2.824900 -0.7 1.4 0.6
C 7.200192 -0.842043 -3.049870 -1.9 -1.3 0.1
C 5.847120 -1.220235 -2.819391 0.6 0.5 0.1
H 6.665694 -1.872256 2.631317 -0.1 0.0 -0.1
H 5.301858 -2.010144 1.511912 0.1 0.0 0.1
H 5.032880 -2.012766 3.261298 0.0 0.0 -0.1
H 6.241793 0.398484 1.780972 -0.1 0.0 0.1
H 5.742523 0.337101 3.460550 0.0 0.1 0.0
H 4.008776 1.503654 2.282444 0.0 0.1 -0.1
H 3.355648 -0.089565 2.663266 0.0 -0.1 0.0
H 4.698038 -0.019484 0.097967 0.5 -0.1 -0.5
H 1.621735 -0.182276 -1.591448 0.0 -0.1 0.0
H 4.582251 1.754335 -1.758312 0.1 0.1 0.0
H 6.968012 2.412237 -2.156187 -0.1 -0.1 -0.1
H 8.613480 0.752338 -3.026380 -0.1 0.0 0.1
H 7.910355 -1.575206 -3.415940 -0.2 0.0 0.0
H 5.510887 -2.232677 -3.031292 0.1 0.2 0.0

***

No. 2
14
Properties=species:S:1:pos:R:3:forces:R:3 method="wB97M-V/def2-TZVPD" de_lowest_kj_mol=704.63 e_tot_ev=-7818.3443 total_charge=0 gap_ha="0.258 / 0.258"
C 2.131074 -1.191329 0.335612 -3.8 -0.8 0.9
C -1.781834 -0.463940 0.003904 4.4 -0.9 1.3
C 0.783450 -0.533853 0.084533 2.3 0.9 -0.1
C 2.773374 0.124924 0.097366 1.9 1.4 -0.8
C 1.470658 0.799973 -0.380566 -0.9 0.2 4.4
C -3.215970 -0.334548 0.111619 -1.6 0.3 1.9
N -0.603203 -0.645529 0.115335 -2.0 0.4 -0.7
H 3.376681 0.653528 0.959073 -1.4 -1.2 -1.4
H 3.553802 -0.021688 -0.718061 -0.7 0.3 0.8
H 1.403128 0.940461 -1.400880 -0.2 0.8 -2.1
H 1.175539 1.689966 0.308372 0.3 -1.0 -1.6
H -3.727534 -1.119964 0.712771 1.1 0.0 -0.2
H -3.643137 -0.468609 -0.833227 -0.7 0.1 -1.6
H -3.696022 0.570602 0.604144 1.4 -0.5 -0.8

***

No. 3
51
Properties=species:S:1:pos:R:3:forces:R:3 method="wB97M-V/def2-TZVPD" de_lowest_kj_mol=0.00 e_tot_ev=-475672.0393 total_charge=+1 gap_ha=0.068
Al -0.109426 -5.601885 -1.503345 -0.2 1.0 0.4
O -2.292817 -3.869845 -0.991563 -0.1 0.0 -0.3
C -2.872018 -3.223849 -0.155153 1.1 -0.8 1.1
O -3.988669 -2.594715 -0.238799 -1.9 0.8 -1.0
B -4.454306 -2.018345 1.059340 2.0 -2.7 0.3
O -3.323316 -2.357442 1.954848 -1.7 0.8 0.1
C -2.394500 -3.029965 1.303052 1.1 -0.3 0.1
O -1.344178 -3.392210 1.741787 -0.3 0.0 -0.2
O -5.790949 -2.534160 1.424183 1.5 0.1 0.0
C -6.696416 -1.633519 1.181530 -2.2 -2.0 0.1
O -7.865815 -1.855373 1.119963 1.0 1.2 0.2
C -5.957216 -0.305384 0.794807 -1.5 1.4 -0.9
O -4.679995 -0.575865 0.909682 -0.2 0.6 0.9
O -6.465437 0.640886 0.293201 0.1 -0.6 0.9
O -4.237140 0.667168 -0.514689 0.7 1.2 -1.3
C -3.056490 0.581479 -0.717986 0.4 -1.3 1.1
O -2.205523 -0.202476 -0.143480 -1.1 0.7 0.0
B -0.878798 -0.003057 -0.744425 3.3 -0.5 -1.1
O -1.108885 0.917380 -1.879832 -0.6 0.5 0.9
C -2.324344 1.415416 -1.843034 0.7 0.8 -1.5
O -2.836679 2.245345 -2.509499 0.1 -0.3 0.4
O 0.190939 0.339111 0.213939 -1.7 1.7 -0.1
C 0.885191 -0.722886 0.518687 0.8 -1.4 1.5
O 1.629630 -0.845557 1.453199 -0.3 0.1 -0.9
C 0.448578 -1.833113 -0.493351 1.1 -0.6 0.7
O -0.296142 -1.208404 -1.340017 -2.3 -0.4 -1.3
O 0.729446 -3.001967 -0.510177 0.2 0.0 -0.1
Br 2.679077 3.837531 4.955933 0.3 -0.4 -0.5
C 3.122979 2.655324 3.456832 -0.8 -0.8 -0.3
C 3.211307 1.205752 3.880714 -0.1 0.0 0.3
Br 1.409399 0.458286 4.320844 0.9 0.5 0.2
H 4.060633 2.916615 2.969661 0.0 0.4 0.2
H 2.298341 2.724404 2.750632 0.1 0.4 -0.1
H 3.931240 1.135743 4.695755 -0.5 -0.5 0.4
H 3.525316 0.516503 3.098800 0.0 0.3 -0.3
Br 1.797211 4.494778 -3.703089 -0.9 -0.1 0.3
C 0.439900 3.095630 -3.384120 0.7 0.0 0.2
C 0.855563 1.891965 -4.213469 -0.7 0.1 1.0
Br 2.393233 0.981932 -3.312222 -0.9 0.3 -0.7
H -0.602786 3.375570 -3.552639 0.3 0.5 -0.8
H 0.427441 2.895970 -2.315653 0.6 -0.1 0.0
H 1.064982 2.180095 -5.238085 0.5 -0.2 0.1
H -0.013664 1.234123 -4.205988 0.4 -0.5 0.0
Br 5.326577 2.122175 -0.317448 0.0 -0.6 0.0
C 5.617090 0.249979 0.242869 0.2 0.2 0.4
C 4.632100 -0.687979 -0.411479 -0.6 0.0 -0.8
Br 4.418578 -2.404985 0.526758 0.3 0.6 -0.2
H 5.537174 0.276087 1.326314 -0.3 -0.1 0.0
H 6.655200 0.017309 0.023352 -0.1 0.0 -0.2
H 4.869911 -0.916007 -1.450019 0.5 -0.2 0.2
H 3.638476 -0.253570 -0.527122 0.0 0.1 0.7

***

No. 4
12
Properties=species:S:1:pos:R:3:forces:R:3 method="wB97M-V/def2-TZVPD" de_lowest_kj_mol=29.94 smiles=CSC.S e_tot_ev=-23873.8366 total_charge=0 gap_ha=0.339
C 0.945179 0.797794 0.359175 -0.3 0.3 0.2
S -0.793013 0.908266 0.833267 -0.2 -0.2 0.2
C -0.648732 0.815449 2.638403 0.1 0.5 -0.4
H 0.941681 0.374398 -0.640316 0.3 0.0 -0.1
H 1.493718 0.165950 1.051528 0.0 -0.2 -0.1
H 1.398661 1.785298 0.365944 0.1 0.0 -0.1
H -0.025692 -0.030043 2.916889 -0.1 -0.1 0.1
H -0.235377 1.748301 3.025736 0.1 -0.1 0.1
H -1.655163 0.710815 3.034193 0.0 -0.2 0.0
S -1.050501 -2.547863 -4.615052 -0.5 -0.6 -0.3
H 0.074656 -3.232496 -4.861845 0.0 0.2 0.1
H -0.445418 -1.495868 -4.107922 0.5 0.4 0.2

***

No. 5
18
Properties=species:S:1:pos:R:3:forces:R:3 method="wB97M-V/def2-TZVPD" spin_multiplicity=8 e_tot_ev=-34752.9408 total_charge=+2 s2=15.759 gap_ha="0.285 / 0.291"
O -0.314722 -6.302039 -1.787244 1.1 2.5 0.1
C 0.150025 -5.260290 -1.728785 -1.1 -2.4 -0.1
Eu 2.123571 -0.867005 -1.492597 -1.3 0.4 0.9
C 2.232442 -0.832137 -4.127909 0.1 -0.3 -9.9
C 4.293297 -1.967935 -0.452225 6.7 -3.9 3.5
O 2.241843 -0.868783 -5.327668 -0.1 0.3 9.0
O 5.227682 -2.514353 0.025040 -6.0 3.5 -3.1
C -2.732603 1.407457 1.112007 -0.8 -0.5 -0.3
N -1.280048 1.497236 1.194796 0.1 -0.6 -0.5
C -0.692353 2.503381 2.070962 0.7 0.0 0.1
C -0.529471 0.711451 0.503885 1.8 -0.8 -1.3
N 0.237912 0.067428 -0.145688 -1.2 1.1 1.1
H -3.135836 2.175509 1.755102 -0.2 0.0 0.0
H -3.088751 0.433210 1.431916 0.0 -0.1 0.2
H -3.091322 1.554652 0.097133 0.1 0.2 -0.1
H -0.085858 2.044348 2.830664 0.1 -0.3 0.5
H -0.051146 3.174926 1.526621 0.1 0.4 -0.4
H -1.504662 3.042945 2.513992 -0.2 0.3 0.3